{
  "formula": "C20H40Cl4O12",
  "method": "ωB97M-V/def2-TZVPD",
  "e_above_lowest_kcal_mol": 20.8,
  "charge": 0,
  "homo_ev": -10.544,
  "smiles": "CCOC(=O)OC.CCOC(=O)OC.CCOC(=O)OC.CCOC(=O)OC.ClCCCl.ClCCCl",
  "e_lumo_ev": 0.18,
  "orbital_gap_ev": 10.728,
  "energy_ev": -96048.8638,
  "species": ["Cl", "C", "C", "Cl", "H", "H", "H", "H", "Cl", "C", "C", "Cl", "H", "H", "H", "H", "C", "C", "O", "C", "O", "O", "C", "H", "H", "H", "H", "H", "H", "H", "H", "C", "C", "O", "C", "O", "O", "C", "H", "H", "H", "H", "H", "H", "H", "H", "C", "C", "O", "C", "O", "O", "C", "H", "H", "H", "H", "H", "H", "H", "H", "C", "C", "O", "C", "O", "O", "C", "H", "H", "H", "H", "H", "H", "H", "H"],
  "coordinates": [[6.898, 0.521, 10.588], [7.325, -0.657, 11.852], [6.337, -0.668, 12.950], [4.749, -1.452, 12.487], [8.338, -0.467, 12.206], [7.352, -1.606, 11.318], [6.120, 0.267, 13.458], [6.582, -1.374, 13.744], [6.964, 0.585, 16.464], [8.556, -0.177, 16.404], [9.613, 0.818, 15.948], [9.312, 1.553, 14.354], [8.546, -0.939, 15.626], [8.819, -0.594, 17.372], [10.597, 0.350, 15.925], [9.745, 1.616, 16.678], [5.183, -0.114, 19.237], [6.134, -0.375, 20.397], [7.352, 0.308, 19.998], [8.307, 0.501, 20.892], [8.241, 0.203, 22.058], [9.308, 1.138, 20.311], [10.396, 1.465, 21.178], [5.433, -0.827, 18.456], [5.400, 0.900, 18.915], [4.131, -0.175, 19.507], [6.431, -1.395, 20.653], [5.868, 0.117, 21.339], [10.078, 2.217, 21.902], [11.174, 1.933, 20.583], [10.717, 0.589, 21.734], [11.675, 0.994, 11.583], [12.115, 2.364, 12.045], [12.662, 2.299, 13.364], [13.087, 3.396, 13.972], [13.050, 4.506, 13.530], [13.580, 3.018, 15.152], [14.403, 3.957, 15.817], [12.456, 0.235, 11.684], [11.365, 0.918, 10.544], [10.899, 0.629, 12.259], [11.301, 3.088, 12.075], [12.900, 2.706, 11.366], [13.853, 4.899, 15.890], [15.362, 4.136, 15.330], [14.601, 3.640, 16.839], [13.167, -3.375, 18.374], [12.213, -2.708, 17.418], [11.718, -3.646, 16.454], [11.203, -3.138, 15.354], [10.930, -1.991, 15.146], [11.149, -4.097, 14.438], [10.930, -3.747, 13.086], [14.047, -3.775, 17.859], [12.754, -4.260, 18.856], [13.495, -2.607, 19.073], [12.600, -1.767, 17.034], [11.311, -2.510, 18.016], [9.870, -3.496, 12.995], [11.173, -4.566, 12.418], [11.455, -2.867, 12.710], [13.976, -0.639, 14.404], [14.996, -0.056, 13.437], [16.189, -0.805, 13.505], [17.108, -0.718, 12.564], [17.057, -0.072, 11.554], [18.121, -1.517, 12.908], [19.397, -1.218, 12.390], [14.360, -0.662, 15.427], [13.713, -1.665, 14.139], [13.081, -0.025, 14.468], [15.204, 0.966, 13.764], [14.523, 0.047, 12.460], [19.395, -1.273, 11.300], [20.115, -1.916, 12.812], [19.744, -0.219, 12.668]],
  "atomic_forces_ev_per_a": [[0.1, 0.3, 0.0], [0.3, -0.3, -0.8], [-1.2, -1.2, 1.3], [0.3, 0.6, -0.3], [-0.1, 0.3, 0.1], [-0.1, -0.1, 0.3], [0.0, 0.2, -0.5], [0.8, 0.2, -0.1], [-0.2, 0.0, 0.1], [0.7, 0.3, -1.3], [0.7, 0.3, 1.1], [-0.1, -0.2, 0.1], [-0.3, -0.3, 0.3], [-0.1, 0.0, 0.1], [-0.2, -0.4, -0.4], [-0.4, 0.2, -0.2], [0.4, -0.5, 0.6], [0.6, 1.0, 0.9], [0.5, -0.1, -0.9], [-1.0, 0.0, 0.6], [0.2, -0.2, 0.1], [0.7, 0.2, -0.5], [-0.3, 0.5, 0.5], [-0.3, 0.2, -0.3], [-0.1, 0.0, -0.2], [0.1, -0.2, 0.1], [-0.5, -0.1, -0.3], [-0.5, -0.2, -0.2], [-0.1, -0.1, 0.1], [0.0, -0.4, -0.3], [0.2, 0.0, -0.2], [0.0, -0.9, 1.1], [0.3, 0.6, -0.7], [-0.1, -1.3, 0.3], [-0.1, -0.1, -0.5], [0.1, 0.5, 0.0], [0.4, -0.7, 0.3], [-0.3, 1.3, 0.5], [0.3, 0.3, 0.0], [-0.2, 0.5, 0.0], [-0.3, 0.0, -0.3], [0.0, 0.0, -0.3], [-0.1, 0.4, 0.1], [0.3, 0.1, -0.1], [-0.1, -0.2, -0.3], [-0.2, -0.5, -0.2], [0.8, -0.5, -0.8], [-1.6, -0.3, 1.7], [0.8, -0.3, -0.1], [0.7, -0.1, -1.0], [-0.4, 0.9, 0.1], [0.7, -1.0, 0.0], [-1.3, 0.9, -0.6], [0.1, 0.4, -0.1], [-0.4, 0.3, 0.3], [0.0, -0.2, 0.3], [0.0, -0.3, -0.6], [0.2, 0.7, -0.1], [0.0, -0.1, -0.3], [0.0, -0.4, 0.5], [0.4, 0.0, 0.6], [0.3, -0.3, 0.4], [-1.2, 1.2, 0.6], [-0.1, -0.8, 0.4], [0.2, 0.1, -0.6], [-0.1, 0.4, 0.0], [-0.1, -0.2, 1.0], [0.6, 0.4, -0.7], [0.3, -0.1, -0.1], [-0.1, 0.0, -0.1], [0.0, 0.0, -0.4], [0.2, 0.0, -0.1], [0.6, -0.4, -0.3], [0.0, -0.1, 0.1], [-0.3, -0.2, 0.0], [-0.3, 0.0, 0.1]]
}

***

{
  "formula": "C3H10O4",
  "method": "ωB97M-V/def2-TZVPD",
  "e_above_lowest_kcal_mol": 96.1,
  "charge": 0,
  "homo_ev": -9.920,
  "smiles": "CCOO.OCO",
  "e_lumo_ev": 0.91,
  "orbital_gap_ev": 10.828,
  "energy_ev": -11459.5814,
  "species": ["C", "O", "O", "H", "H", "H", "H", "C", "C", "O", "O", "H", "H", "H", "H", "H", "H"],
  "coordinates": [[2.519, 0.483, 0.394], [1.375, 1.372, 0.313], [2.374, -0.196, -0.812], [1.804, 0.615, -1.232], [0.603, 0.847, 0.613], [3.395, 1.142, 0.394], [2.479, -0.227, 1.229], [-1.801, -0.582, 0.575], [-2.168, 0.304, -0.607], [-0.400, -0.756, 0.714], [0.062, -1.646, -0.319], [0.915, -1.231, -0.594], [-2.283, -1.561, 0.495], [-2.090, -0.127, 1.526], [-3.247, 0.436, -0.647], [-1.833, -0.158, -1.533], [-1.703, 1.284, -0.511]],
  "atomic_forces_ev_per_a": [[-1.3, 1.1, -0.1], [0.4, 0.0, 1.6], [-1.1, 1.8, -2.1], [1.8, -2.9, 0.5], [0.3, 0.1, -0.2], [-0.1, -0.3, 0.2], [0.0, 0.3, 0.0], [-0.2, 0.0, -0.4], [0.2, -0.2, 0.2], [0.4, 0.0, 0.2], [-0.2, -0.1, -0.1], [-0.2, 0.0, 0.2], [0.1, 0.0, 0.1], [0.0, 0.0, -0.1], [-0.1, 0.0, 0.0], [0.0, 0.0, 0.0], [0.0, 0.1, 0.0]]
}

***

{
  "formula": "CH4N2OS",
  "method": "ωB97M-V/def2-TZVPD",
  "e_above_lowest_kcal_mol": 147.2,
  "charge": 0,
  "homo_ev": [-8.794, -8.769],
  "e_lumo_ev": [-1.21, -0.61],
  "orbital_gap_ev": [7.585, 8.161],
  "energy_ev": -16958.8056,
  "species": ["C", "N", "N", "O", "S", "H", "H", "H", "H"],
  "coordinates": [[-1.680, -0.606, 0.490], [-1.089, 0.258, -0.162], [1.571, 0.216, -0.902], [1.841, 0.438, 0.427], [1.038, 1.651, 1.193], [-2.577, -0.955, 0.086], [-1.172, -1.279, 1.112], [1.200, -0.699, -1.034], [0.868, 0.977, -1.210]],
  "atomic_forces_ev_per_a": [[1.1, 0.1, -1.3], [-0.2, 0.9, 0.1], [-0.5, 3.1, -2.1], [-0.2, 0.1, 1.7], [0.5, -0.5, -0.5], [-2.2, -0.4, -0.3], [0.8, -0.7, 1.7], [-0.5, -0.7, 0.3], [1.3, -1.9, 0.5]]
}